(1)
C21H30AsF6N4O8SY | the ωB97M-V functional and the def2-TZVPD basis

Last column: Löwdin spin population.
Atoms and positions in Å:
Y: 0.45966 1.03923 -1.33446  0.0007
O: -1.97924 1.53415 -0.54350  0.0004
C: -3.20375 1.49282 -1.26528  0.0003
C: -3.01129 2.06008 -2.72532  0.0000
N: -1.65816 1.62581 -3.29575  0.0000
C: -1.85451 0.38507 -3.97748  0.0000
C: -1.05736 -0.89446 -3.53557  0.0000
O: -1.15077 -1.96038 -4.21033  0.0002
O: -0.34746 -0.69226 -2.43504  0.0008
C: -1.18778 2.69421 -4.24098  0.0000
C: 0.04445 3.46158 -3.63288  0.0000
O: 0.13696 4.59659 -4.14473  0.0000
O: 0.76631 2.87261 -2.74405  0.0001
H: -2.01806 2.22015 0.20898  0.0000
H: -4.01327 1.96266 -0.71972  0.0000
H: -3.45039 0.38886 -1.29281  0.0002
H: -3.11439 3.17676 -2.63378  0.0000
H: -3.81315 1.75745 -3.41774  0.0000
H: -1.59919 0.25584 -5.01935  0.0000
H: -2.86531 0.04071 -3.91373  0.0000
H: -1.98943 3.34116 -4.57669  0.0000
H: -0.67744 2.19077 -5.14912  0.0000
C: 0.78591 0.18161 4.85672  0.0022
C: -0.39115 -0.72917 5.17177  -0.0027
N: -1.59625 -0.52624 4.26633  -0.0357
C: -2.75579 0.15023 4.73704  0.0049
C: -2.67249 1.69015 4.56799  -0.0019
C: -1.50387 -1.04750 2.94375  0.0317
S: -2.71849 -1.69776 1.96669  0.6021
N: -0.22458 -1.20694 2.53952  0.3207
C: 0.26267 -1.36296 1.29564  0.0286
O: 0.28131 -0.40791 0.45558  0.0293
C: 0.81834 -2.67421 0.89735  0.0059
C: 1.17434 -3.65395 1.85873  -0.0001
C: 1.68126 -4.87610 1.43669  0.0002
C: 1.72712 -5.19430 0.08318  -0.0002
C: 1.54029 -4.18150 -0.83212  0.0009
C: 1.12289 -2.91445 -0.44693  0.0006
H: 0.44947 1.15538 4.48012  0.0000
H: 1.34910 -0.25052 4.04589  0.0014
H: 1.29372 0.38375 5.77791  0.0003
H: -0.79960 -0.55674 6.16322  -0.0005
H: -0.07962 -1.77394 5.01821  -0.0007
H: -2.97706 -0.18534 5.75015  0.0004
H: -3.56268 -0.26607 4.12616  0.0072
H: -1.94183 2.16928 5.22166  0.0001
H: -3.69274 2.16591 4.77506  0.0000
H: -2.42600 1.96945 3.48702  0.0000
H: 0.88900 -3.48343 2.89972  -0.0001
H: 2.05014 -5.54690 2.20021  0.0000
H: 2.02831 -6.16232 -0.27381  0.0000
H: 1.74862 -4.40491 -1.86645  0.0001
H: 1.14120 -2.05653 -1.08828  0.0001
N: 2.65942 -1.84219 -3.84306  0.0000
C: 3.90438 -1.07545 -3.87902  0.0000
C: 4.33777 -1.00829 -2.38813  0.0000
C: 3.61199 0.10133 -1.58022  0.0000
O: 4.16285 0.86460 -0.75540  0.0000
O: 2.32590 0.12409 -1.85632  -0.0001
H: 1.98543 -1.43362 -3.21081  0.0000
H: 2.24335 -2.29890 -4.62781  0.0000
H: 3.81721 -0.03135 -4.18851  0.0000
H: 4.61348 -1.66866 -4.49866  0.0000
H: 5.42456 -0.83246 -2.31907  0.0000
H: 4.12303 -1.90425 -1.80534  0.0000
F: 0.64465 1.63485 2.31904  0.0025
As: 0.22716 3.28902 1.91321  0.0000
F: 1.91235 3.74674 2.16638  0.0001
F: 0.60917 2.87299 0.18713  0.0000
F: -0.36482 4.76682 1.30127  0.0000
F: -1.43694 2.67844 1.63042  0.0000
F: -0.21893 3.76078 3.51952  0.0000

Cartesian forces (eV/Å) of the 6 atoms listed first:
-0.827 0.844 -1.049
-0.027 1.643 1.102
0.496 -2.035 -1.325
0.687 0.565 1.156
-1.445 1.337 -0.495
0.572 -3.115 -0.287

The calculation puts the max |F| at 4.05 eV/A. Its charge is -1. The energy relative to the best compared isomer or geometry (same formula, charge and spin) is 0.00 kJ/mol. As for the highest occupied orbital energy (spin up / spin down): -6.0 / -6.0 eV. The expectation value of S² is 0.780. Its multiplicity is 2. The total energy is -133636.060 eV. As for the LUMO energy (spin up / spin down): 1.727 / -1.369 eV.

***

(2)
C21H30Br2MoN4 | the ωB97M-V functional and the def2-TZVPD basis

Last column: Mulliken charge in e.
Atoms and positions in Å:
Mo: 0.12753 -0.40956 0.38181  0.2664
Br: -2.84059 -6.47859 -0.14064  0.0965
C: -2.12188 -4.74994 -0.04446  -0.2278
C: -2.89862 -3.63073 0.30973  -0.8013
C: -2.29605 -2.39699 0.39609  -0.1847
N: -0.98790 -2.17709 0.13598  0.3688
C: -0.22780 -3.25314 -0.25110  0.8453
C: -0.76342 -4.52394 -0.33106  -0.6169
C: 1.19831 -2.96540 -0.50570  0.6998
C: 2.10124 -3.86823 -1.03477  -0.6223
C: 3.45781 -3.51008 -1.18135  -0.3174
Br: 4.70828 -4.72847 -1.85565  0.0992
C: 3.83979 -2.20572 -0.79234  -0.6905
C: 2.87875 -1.34970 -0.32099  -0.3420
N: 1.57936 -1.69800 -0.17563  0.2288
H: -3.94882 -3.75562 0.53176  0.4961
H: -2.88770 -1.52846 0.68545  0.4339
H: -0.14157 -5.36550 -0.59129  0.4940
H: 1.78400 -4.85455 -1.33577  0.5591
H: 4.87160 -1.89844 -0.86885  0.5180
H: 3.13083 -0.32202 -0.02963  0.5464
C: -1.74927 5.01065 -2.99250  -1.3380
C: -1.38725 4.40000 -1.64812  -0.3972
N: -0.60513 3.17569 -1.72185  0.1417
C: 0.55589 3.22397 -2.60580  -1.1011
C: 0.28602 2.49867 -3.93047  -0.8654
C: -0.89348 2.11026 -1.01417  1.2813
C: -2.14728 2.00173 -0.20444  -1.3057
N: -0.09489 1.00520 -0.94801  -0.4089
H: -2.36988 5.88552 -2.80757  0.4186
H: -2.31534 4.30815 -3.60188  0.3804
H: -0.89938 5.36085 -3.57561  0.3967
H: -2.29155 4.24628 -1.06017  0.4066
H: -0.76814 5.13106 -1.10449  0.2955
H: 1.43313 2.81270 -2.09457  0.4970
H: 0.77529 4.26966 -2.81928  0.4654
H: -0.20486 1.53661 -3.78653  0.3103
H: 1.22879 2.32909 -4.44457  0.3637
H: -0.33804 3.09536 -4.59082  0.3619
H: -2.17573 2.70248 0.63349  0.4204
H: -2.24141 0.96875 0.17282  -0.1189
H: -3.02108 2.20315 -0.83164  0.5658
H: 0.58925 0.97925 -1.72163  0.0369
C: 1.30403 -1.46162 3.03818  -1.3477
C: 0.36482 -0.29206 3.37663  1.6407
C: -0.36296 -0.54851 4.69563  -1.6764
C: 1.19405 1.02527 3.45123  -1.4123
C: -0.44696 0.05511 2.20657  -0.2778
H: 1.88901 -1.72085 3.92303  0.5568
H: 2.03124 -1.16312 2.25673  0.3802
H: 0.73527 -2.36154 2.76373  0.2932
H: 0.36421 -0.68224 5.49359  0.4482
H: -0.96864 -1.45026 4.63904  0.4268
H: -1.00481 0.28242 4.97245  0.4609
H: 2.01588 0.86706 4.15190  0.4192
H: 0.59642 1.85852 3.81664  0.4537
H: 1.64237 1.29146 2.46868  0.3717
H: -1.28267 0.71539 2.46220  0.6067

Cartesian forces (eV/Å) of the 6 atoms listed first:
-0.510 0.059 -0.444
0.398 1.087 0.073
-0.302 -0.413 -0.079
0.240 -0.182 -0.024
-0.841 0.149 0.312
0.675 0.635 -0.070

The calculation puts the max |F| at 2.19 eV/A. Its charge is +4. As for the highest occupied orbital energy (spin up / spin down): -20.8 / -20.8 eV. The total energy is -170120.415 eV. As for the LUMO energy (spin up / spin down): -15.997 / -15.572 eV.

***

(3)
C21H30CoN6OS2Se | the ωB97M-V functional and the def2-TZVPD basis

Last column: Löwdin spin population.
Atoms and positions in Å:
Co: 1.07903 0.59608 -0.94813  2.6810
C: -2.68096 3.59850 -4.54469  0.0012
C: -3.07987 2.26981 -3.91617  0.0023
N: -3.04448 2.29957 -2.45544  0.0028
C: -4.30073 2.68535 -1.80043  0.0005
C: -5.17261 1.48592 -1.46031  0.0002
C: -1.95729 1.95861 -1.73520  0.0059
S: -0.49633 1.60935 -2.57644  0.0474
N: -2.16093 1.99929 -0.40217  0.0054
C: -1.38271 1.45871 0.51220  0.0074
O: -0.39118 0.68823 0.36081  0.0511
C: -1.73555 1.76055 1.93855  0.0022
C: -2.95582 2.33342 2.28313  0.0008
C: -3.24739 2.60573 3.61166  0.0001
C: -2.31595 2.31707 4.60255  0.0005
C: -1.09410 1.75002 4.26159  0.0000
C: -0.80820 1.46632 2.93406  0.0006
H: -2.78685 3.54966 -5.63050  0.0000
H: -1.64276 3.82971 -4.30706  0.0008
H: -3.31340 4.40941 -4.17630  0.0000
H: -2.43151 1.47172 -4.26612  0.0010
H: -4.10303 2.01585 -4.19783  0.0000
H: -4.81991 3.35438 -2.48789  0.0001
H: -4.06364 3.24367 -0.90210  0.0000
H: -5.41716 0.90992 -2.35532  0.0000
H: -6.10758 1.81123 -0.99969  0.0000
H: -4.64806 0.83399 -0.76137  0.0000
H: -3.66893 2.55810 1.50012  0.0001
H: -4.20090 3.04732 3.87553  0.0000
H: -2.54241 2.53376 5.63938  0.0000
H: -0.36252 1.53227 5.03044  0.0000
H: 0.14228 1.03229 2.64870  0.0001
S: 1.08678 -1.36857 -2.37891  0.0381
C: 1.57459 -2.70796 -1.42892  0.0111
N: 1.31254 -2.81229 -0.13164  0.0031
C: 1.59010 -4.01835 0.64283  0.0003
C: 2.86414 -4.65144 0.12385  0.0001
C: 2.70909 -4.92961 -1.35836  0.0010
N: 2.18882 -3.73623 -2.02943  0.0043
H: 0.90258 -2.00664 0.31201  0.0008
H: 0.75198 -4.71483 0.55377  0.0002
H: 1.69217 -3.73776 1.68513  0.0001
H: 3.08100 -5.57390 0.66173  0.0000
H: 3.69009 -3.95886 0.28825  0.0000
H: 2.03877 -5.77465 -1.52618  0.0001
H: 3.67243 -5.17433 -1.80232  0.0002
H: 2.34632 -3.61508 -3.01510  0.0009
Se: 3.17764 0.28439 0.43034  0.0579
C: 3.69601 -1.07991 1.64390  0.0122
C: 2.95310 -1.40793 2.77726  0.0053
C: 3.41384 -2.39905 3.63281  -0.0003
N: 4.54824 -3.07882 3.44949  0.0049
C: 5.26465 -2.74571 2.37193  0.0001
C: 4.88879 -1.77602 1.45360  0.0062
H: 2.02543 -0.88924 2.98892  0.0004
H: 2.83647 -2.66667 4.51410  -0.0001
H: 6.18906 -3.29741 2.22867  -0.0001
H: 5.50907 -1.56071 0.59283  0.0006
N: 2.26801 2.38922 -1.43490  0.0368
H: 3.05210 2.11609 -2.01779  0.0017
H: 2.66187 2.78103 -0.58527  0.0021
H: 1.72580 3.09542 -1.91817  0.0007

Cartesian forces (eV/Å) of the 6 atoms listed first:
0.136 -0.035 0.038
0.007 -0.010 0.041
-0.008 0.069 0.058
-0.027 -0.036 0.011
0.091 -0.068 -0.076
0.035 -0.025 -0.010

The calculation puts the max |F| at 0.28 eV/A. Its charge is 0. The energy relative to the best compared isomer or geometry (same formula, charge and spin) is 29.83 kJ/mol. As for the highest occupied orbital energy (spin up / spin down): -7.2 / -7.4 eV. The expectation value of S² is 3.759. Its multiplicity is 4. The total energy is -157899.105 eV. As for the LUMO energy (spin up / spin down): 0.420 / 0.288 eV.